# C5H9ClP2

A structure of composition C5H9ClP2 (wB97M-V/def2-TZVPD, the Open Molecules 2025 dataset).

Max |F| ... 3.48 eV Å⁻¹
Gap between HOMO and LUMO (spin up / spin down) ... 4.44 / 4.41 eV
HOMO (spin up / spin down) ... -0.1599 / -0.3023 Eh
LUMO energy (spin up / spin down) ... 0.0864 / -3.8175 eV
M ... 166.53 g mol⁻¹
<S²> ... 2.02
E_tot ... -36424.386 eV

Structure (ORCA input):
```
! wB97M-V def2-TZVPD RIJCOSX def2/J DEFGRID3
* xyz 0 3
Cl -0.36858 2.69488 -1.79672
P -0.38294 1.84623 -0.03010
P -2.44192 -0.54973 0.04963
C 1.73345 0.13397 0.64546
C 0.34530 -0.58349 0.79821
C 1.47167 1.63414 0.14346
C -0.67702 -0.01016 -0.26218
C -2.70755 -2.09208 -0.53841
H -0.31168 -0.23931 -1.54104
H 0.46520 -1.62762 0.79717
H 2.55040 -0.29336 0.07864
H 1.94324 2.32285 0.85906
H -3.51463 -2.74412 -0.51361
H -0.15739 -0.21289 1.67792
H 1.93017 1.78005 -0.82720
H -1.93139 -2.52350 -1.19082
H 2.05365 0.46414 1.65055
*
```


# C5H9ClS

The molecule C5H9ClS (wB97M-V/def2-TZVPD, the Open Molecules 2025 dataset).

Max |F| ... 4.95 eV Å⁻¹
Gap between HOMO and LUMO ... 9.42 eV
HOMO ... -0.3190 Eh
LUMO energy ... 0.7435 eV
Structure (SMILES) ... CS/C(C)=C(\C)Cl
Relative energy (zero: lowest compared OMol25 entry of this formula, charge and spin) ... 21.6 kcal/mol
M ... 136.65 g mol⁻¹
E_tot ... -28687.265 eV

Structure (ORCA input):
```
! wB97M-V def2-TZVPD RIJCOSX def2/J DEFGRID3
* xyz 0 1
Cl -2.81681 -0.13638 -0.18243
S 1.44548 -0.26184 0.81878
C -1.22936 0.38377 0.25089
C -0.20558 -0.56620 0.23901
C -0.54404 -2.04491 0.01044
C -0.86173 1.75660 0.64258
C 2.07689 0.34790 -0.83980
H 1.51875 -0.00423 -1.68230
H -0.66551 -2.64311 0.94230
H -1.38157 -2.26039 -0.49098
H 0.26084 -2.46378 -0.44959
H 3.09412 0.06308 -0.82469
H 1.93951 1.41026 -0.77623
H -1.68373 2.05970 1.34555
H -1.00540 2.52460 -0.20142
H 0.05814 1.83495 1.19788
*
```


# C5H9DyMgO4

A structure of composition C5H9DyMgO4 (wB97M-V/def2-TZVPD, the Open Molecules 2025 dataset).

Max |F| ... 5.08 eV Å⁻¹
Gap between HOMO and LUMO (spin up / spin down) ... 4.34 / 4.57 eV
HOMO (spin up / spin down) ... -0.3457 / -0.3543 Eh
LUMO energy (spin up / spin down) ... -5.0692 / -5.0701 eV
Relative energy (zero: lowest compared OMol25 entry of this formula, charge and spin) ... 48.3 kcal/mol
M ... 319.93 g mol⁻¹
<S²> ... 12.06
E_tot ... -43039.753 eV

Structure (ORCA input):
```
! wB97M-V def2-TZVPD RIJCOSX def2/J DEFGRID3
* xyz 1 7
Dy 4.83959 0.09774 1.86477
Mg -0.88923 1.65777 0.13166
O 0.55276 0.22614 0.53013
O 4.95110 -0.77046 -0.06423
O 0.64111 2.75532 -0.30112
O -1.93105 -0.04900 -0.30624
C -3.34316 -0.22479 -0.43905
C 1.81134 0.78841 0.23426
C -1.24576 -1.24155 0.10169
C 0.23150 -1.01546 -0.09521
C 1.76109 2.11601 -0.02653
H -3.77467 0.73981 -0.72293
H 0.47625 -0.94112 -1.16616
H 0.81013 -1.83462 0.35282
H -1.49027 -1.45140 1.15338
H 2.78081 0.09316 0.09426
H 2.70703 2.66698 -0.12030
H -3.76779 -0.55864 0.51751
H -3.54243 -0.96866 -1.22122
H -1.57835 -2.08564 -0.51748
*
```


# C5H9EuO3

A structure of composition C5H9EuO3 (wB97M-V/def2-TZVPD, the Open Molecules 2025 dataset).

Max |F| ... 3.31 eV Å⁻¹
Gap between HOMO and LUMO (spin up / spin down) ... 5.70 / 5.83 eV
HOMO (spin up / spin down) ... -0.4065 / -0.4065 Eh
LUMO energy (spin up / spin down) ... -5.3621 / -5.2277 eV
Relative energy (zero: lowest compared OMol25 entry of this formula, charge and spin) ... 0.0 kcal/mol
M ... 269.09 g mol⁻¹
<S²> ... 15.76
E_tot ... -30794.963 eV

Structure (ORCA input):
```
! wB97M-V def2-TZVPD RIJCOSX def2/J DEFGRID3
* xyz 1 8
Eu -0.21544 3.23405 -4.70096
O -2.08638 2.17948 -1.35423
O -1.31276 1.93749 -3.47202
O -0.65645 3.65710 -2.34469
C -3.58196 -1.24644 0.86556
C -1.39303 2.45087 -2.30553
C 0.03403 5.82220 -1.56646
C -4.90916 -1.31718 0.94092
C -0.56770 4.49577 -1.17726
H -2.94717 -2.06431 1.21576
H -1.58022 4.61237 -0.76931
H -5.41916 -2.25999 1.15230
H -3.07081 -0.47560 0.25955
H 0.97127 5.68258 -2.12232
H 0.25546 6.38900 -0.65276
H -5.52742 -0.41632 0.93658
H -0.66354 6.41359 -2.17536
H 0.05033 3.96979 -0.43934
*
```


# C5H9F

The molecule C5H9F (wB97M-V/def2-TZVPD, the Open Molecules 2025 dataset).

Max |F| ... 3.43 eV Å⁻¹
Gap between HOMO and LUMO ... 10.96 eV
HOMO ... -0.3624 Eh
LUMO energy ... 1.0944 eV
Structure (SMILES) ... C[C@@H]1C[C@]1(C)F
Relative energy (zero: lowest compared OMol25 entry of this formula, charge and spin) ... 26.9 kcal/mol
M ... 88.12 g mol⁻¹
E_tot ... -8046.875 eV

Structure (ORCA input):
```
! wB97M-V def2-TZVPD RIJCOSX def2/J DEFGRID3
* xyz 0 1
F -0.33421 -1.30665 -0.76542
C -0.59417 0.06643 1.20364
C -0.49766 -0.08397 -0.30350
C -1.22437 0.78072 -1.27178
C 0.59992 0.59220 0.48958
C 1.93272 -0.07355 0.72145
H -1.10388 1.89483 -1.13950
H 0.71344 1.74919 0.49957
H 2.65906 0.48298 1.26644
H 2.29868 -0.52033 -0.24580
H -1.29308 0.74766 1.70434
H 1.85284 -0.97304 1.37382
H -0.29515 -0.72115 1.86054
H -2.27541 0.67252 -1.20379
H -0.84731 0.73621 -2.26310
*
```


# C5H9F2N2

A cluster of 2 separate species, C5H9F2N2 in total (wB97M-V/def2-TZVPD, the Open Molecules 2025 dataset).

Max |F| ... 1.61 eV Å⁻¹
Gap between HOMO and LUMO ... 11.48 eV
HOMO ... -0.5295 Eh
LUMO energy ... -2.9290 eV
Relative energy (zero: lowest compared OMol25 entry of this formula, charge and spin) ... 0.0 kcal/mol
M ... 135.14 g mol⁻¹
E_tot ... -13740.481 eV

Structure (ORCA input):
```
! wB97M-V def2-TZVPD RIJCOSX def2/J DEFGRID3
* xyz 1 1
F 2.71283 -0.43720 1.89186
F 2.87577 1.57296 1.01462
N 0.37095 0.45975 0.16451
N -1.18697 -1.00082 -0.01440
C -0.59742 1.02259 -0.62978
C -1.59311 0.08910 -0.74412
C 0.00867 -0.77159 0.53706
C 3.83884 1.21552 3.13129
C 3.53864 0.64875 1.77678
H 0.57722 -1.45528 1.16746
H 1.26002 0.91259 0.44342
H 4.48572 2.10453 3.04295
H -0.50640 2.02598 -1.04574
H -2.54216 0.11734 -1.27948
H 4.43294 0.32689 1.20537
H -1.72021 -1.88150 0.10121
H 2.90208 1.51055 3.63333
H 4.35300 0.46713 3.75752
*
```